6 unconnected molecules or ions with the total composition C27H64Br2N2O18PS5. Source: the Open Molecules 2025 dataset; level of theory: ωB97M-V/def2-TZVPD.

```
119
C27H64Br2N2O18PS5 | the Open Molecules 2025 dataset | ωB97M-V/def2-TZVPD
C 0.83128 4.90214 -0.56330
C 0.11589 5.90117 0.51619
Br 1.29272 6.16781 2.16298
C -1.44394 5.58737 0.87175
Br -1.91875 6.93431 2.33034
C -1.81827 4.04541 1.25847
P -3.58698 4.05779 2.08443
N -4.58985 5.12234 1.31665
O -3.50118 4.37481 3.82022
O -4.40698 2.49601 1.90996
C -2.02402 3.07254 -0.08385
C -1.56035 1.51974 0.14759
C -2.54768 0.61169 -0.85489
C -0.01869 1.19175 -0.41255
N -1.78543 0.96884 1.53258
O -1.60893 -0.35917 1.61646
C -1.09046 1.74223 2.62086
C -2.02105 1.52454 3.99454
C 0.38670 1.07205 3.03234
C -0.79332 3.31768 2.30596
H 1.20864 3.90767 -0.07663
H 0.20137 4.73158 -1.56292
H 1.81465 5.46899 -0.93526
H 0.12141 6.98082 0.00344
H -2.10255 5.92344 -0.06030
H -4.91082 5.79873 2.06668
H -2.57966 4.66235 4.08699
H -5.01178 2.60971 1.11834
H -1.51865 3.49906 -1.04799
H -3.19202 3.03696 -0.32990
H -1.87011 -0.25625 -1.31031
H -2.89059 1.30087 -1.74189
H -3.42512 0.10020 -0.27319
H 0.20862 0.03677 -0.21326
H 0.06841 1.33295 -1.57312
H 0.81287 1.78114 0.16021
H -3.11442 1.17110 3.74953
H -1.52447 0.62411 4.60195
H -1.96845 2.45127 4.72441
H 0.71425 1.67216 4.01112
H 0.29852 -0.04938 3.36868
H 1.22051 1.27946 2.23917
H 0.29976 3.36453 1.82728
H -0.68100 3.88732 3.34847
O 2.66357 -1.44268 -0.36797
S 2.30805 -2.08676 0.87686
O 2.76001 -1.58574 2.15846
O 2.67413 -3.67366 0.77538
C 4.01267 -4.04318 0.47125
C 4.93600 -3.82333 1.65622
C 0.54324 -2.25814 0.94639
H 4.36933 -3.50556 -0.41374
H 4.00421 -5.10900 0.22035
H 5.02363 -2.76009 1.89795
H 5.93960 -4.20071 1.44288
H 4.54688 -4.32606 2.54721
H 0.18662 -2.67078 0.00167
H 0.11894 -1.26459 1.10686
H 0.28335 -2.91089 1.78217
O -4.43870 -4.30353 -0.49337
S -3.19369 -4.37140 -1.22562
O -2.52426 -3.18433 -1.71606
O -3.36174 -5.42623 -2.45917
C -4.40058 -5.20547 -3.40405
C -4.07561 -4.04826 -4.33158
C -2.02368 -5.30776 -0.27531
H -5.35751 -5.04831 -2.89510
H -4.49671 -6.12049 -3.99775
H -4.03578 -3.10170 -3.78475
H -4.83430 -3.95060 -5.11260
H -3.09683 -4.19210 -4.79988
H -2.49871 -6.22625 0.07209
H -1.72147 -4.69506 0.57686
H -1.15524 -5.52753 -0.89955
O 6.07856 -0.61209 4.92099
S 4.96479 0.29584 4.75967
O 4.84394 1.16804 3.60970
O 4.81065 1.19086 6.11531
C 5.92521 1.95692 6.55306
C 6.14402 3.17666 5.67591
C 3.45403 -0.62226 4.91288
H 6.82587 1.33550 6.59897
H 5.70844 2.28780 7.57410
H 6.42837 2.88782 4.65989
H 6.94071 3.80775 6.07859
H 5.22520 3.76643 5.59878
H 3.51056 -1.25874 5.79699
H 3.34472 -1.23452 4.01505
H 2.61975 0.07821 4.98692
O 4.48928 -6.75215 -1.66020
S 3.54931 -6.47952 -2.72462
O 2.21762 -7.04890 -2.73918
O 4.26735 -6.78807 -4.15702
C 4.80209 -8.08574 -4.38246
C 3.70544 -9.10839 -4.62037
C 3.39636 -4.72181 -2.91381
H 5.44956 -8.38550 -3.55156
H 5.43112 -8.02477 -5.27665
H 3.09270 -9.24742 -3.72493
H 4.13027 -10.07951 -4.88791
H 3.03660 -8.77784 -5.42124
H 4.39215 -4.27741 -2.94330
H 2.84038 -4.34212 -2.05378
H 2.84571 -4.51098 -3.83277
O -4.77719 3.32375 -2.93648
S -5.10002 4.69744 -3.25208
O -6.35286 5.06901 -3.87668
O -3.87328 5.34581 -4.11074
C -3.48221 4.71090 -5.32098
C -4.49168 4.95080 -6.42934
C -4.90479 5.67994 -1.78739
H -3.31883 3.64012 -5.15916
H -2.52068 5.14355 -5.61638
H -5.45030 4.47573 -6.20141
H -4.13343 4.54104 -7.37744
H -4.68297 6.02148 -6.55207
H -3.94746 5.44152 -1.32194
H -5.72459 5.43241 -1.10947
H -4.95593 6.73603 -2.05978
```

Results
Expectation value of S²   0.75
Orbital gap (spin up / spin down)   8.767 / 8.174 eV
LUMO (spin up / spin down)   0.050 / -0.582 eV
DFT total energy   -272413.39929 eV
Maximum force   3.89 eV Å⁻¹
Net charge   0
Multiplicity   2

---

6 unconnected molecules or ions with the total composition C27H64BrFO24P6. Source: the Open Molecules 2025 dataset; level of theory: ωB97M-V/def2-TZVPD.

```
123
C27H64BrFO24P6 | the Open Molecules 2025 dataset | ωB97M-V/def2-TZVPD
C 3.66067 2.62267 4.28661
C 4.18210 3.54476 3.44145
C 4.52875 3.20027 2.00796
C 4.63491 4.43282 1.09128
C 5.57903 5.50403 1.64587
Br 7.17111 4.72597 2.50995
C 6.10609 6.51243 0.61338
C 6.35806 7.91642 1.21798
C 5.14145 3.82656 -0.24211
F 6.48930 3.76690 -0.41960
C 4.39158 4.52556 -1.37691
O 4.50903 4.40854 -2.57987
O 3.48822 5.34239 -0.76085
C 3.23025 4.89889 0.59345
O 2.34343 3.86382 0.43467
C 1.38734 3.66444 1.49439
C 0.02177 4.28360 1.19949
P 2.63185 6.50623 1.32411
O 2.47704 6.47896 2.79516
H 4.14687 1.67325 4.46565
H 2.70714 2.84040 4.74948
H 4.38910 4.53565 3.82651
H 3.72641 2.57612 1.64046
H 5.43642 2.59955 1.93903
H 5.10961 6.06467 2.44355
H 5.44560 6.63293 -0.23846
H 7.03816 6.12314 0.22874
H 6.07884 7.91586 2.26665
H 7.39995 8.17108 1.08877
H 5.74375 8.65543 0.71867
H 4.77717 2.80001 -0.25640
H 1.23012 2.59106 1.53626
H 1.77467 3.94403 2.46757
H -0.14885 5.12138 1.87086
H 0.05038 4.70812 0.20060
H -0.77531 3.56420 1.31916
H 1.41051 6.78154 0.68181
H 3.58774 7.46021 0.93273
C -3.61659 0.44074 2.46789
O -4.00700 0.73963 1.11829
P -4.34485 2.24294 0.71465
O -3.46914 3.24316 1.31467
O -5.89413 2.42929 1.04215
C -6.29067 2.63442 2.39871
O -4.33437 2.19241 -0.85065
C -5.08747 1.17963 -1.54699
H -2.61508 0.01388 2.45633
H -3.61156 1.33083 3.09565
H -4.31727 -0.28682 2.87820
H -5.57403 3.26550 2.92516
H -6.38635 1.67445 2.90929
H -7.25909 3.12769 2.39078
H -6.03494 0.97640 -1.05174
H -4.49984 0.26431 -1.60532
H -5.29002 1.53863 -2.54978
C -5.52556 2.81889 -6.24289
O -6.86977 2.33741 -6.38009
P -7.29471 0.97997 -5.66355
O -6.74523 0.79334 -4.32530
O -6.92811 -0.16935 -6.70352
C -5.56486 -0.58311 -6.82440
O -8.85939 1.02017 -5.74480
C -9.50681 1.29200 -6.99716
H -5.55152 3.79816 -5.77044
H -4.91307 2.15158 -5.63797
H -5.08667 2.91087 -7.23544
H -5.07167 -0.59473 -5.85211
H -5.03146 0.08281 -7.50478
H -5.55848 -1.58806 -7.23727
H -8.97816 0.82600 -7.82730
H -9.56419 2.36782 -7.15416
H -10.51144 0.88234 -6.94276
C -1.31489 -2.56894 2.45245
O -0.01153 -1.98277 2.60866
P 0.25218 -0.50077 2.09806
O -0.83374 0.44435 2.34756
O 0.65740 -0.65107 0.56091
C -0.36802 -0.87046 -0.40657
O 1.61900 -0.13597 2.76654
C 2.73753 -1.04277 2.66524
H -1.70418 -2.81688 3.43800
H -2.00958 -1.88821 1.96015
H -1.22046 -3.48144 1.86790
H -1.26710 -0.30020 -0.17016
H -0.60930 -1.93481 -0.45189
H 0.00776 -0.54999 -1.37450
H 2.77766 -1.53082 1.69440
H 2.66938 -1.79673 3.44727
H 3.64546 -0.46193 2.80751
C 1.43019 -6.97308 2.90105
O 0.76346 -7.65910 1.82643
P -0.75451 -7.30932 1.49884
O -1.09047 -5.89156 1.58035
O -1.59475 -8.25247 2.46432
C -1.72208 -7.89615 3.84499
O -0.97761 -7.95738 0.08848
C -0.58863 -9.32141 -0.14455
H 2.28554 -6.43461 2.49561
H 0.77260 -6.26279 3.39953
H 1.77766 -7.71267 3.62041
H -1.82942 -6.81773 3.96256
H -0.85237 -8.24724 4.40215
H -2.61095 -8.38554 4.23263
H -0.78516 -9.94436 0.72643
H 0.47019 -9.36311 -0.39626
H -1.17251 -9.69027 -0.98287
C 1.82286 -5.88589 -0.51597
O 3.14509 -5.55266 -0.97697
P 3.70847 -4.09419 -0.68590
O 3.40278 -3.57501 0.64405
O 3.18478 -3.19566 -1.89008
C 1.82039 -2.76245 -1.86417
O 5.23697 -4.23778 -1.00710
C 5.65644 -4.82457 -2.24803
H 1.89420 -6.71242 0.17715
H 1.33259 -5.04693 -0.02196
H 1.22555 -6.19010 -1.37550
H 1.50943 -2.52361 -0.85028
H 1.17646 -3.54237 -2.27659
H 1.73642 -1.87376 -2.48379
H 5.00109 -4.53259 -3.06724
H 5.66909 -5.90943 -2.15500
H 6.66193 -4.46955 -2.45571
```

Results
SMILES   C=CC[C@@]1([C@@H](Br)CC)[C@H](F)C(=O)O[C@]1(OCC)[PH2]=O.COP(=O)(OC)OC.COP(=O)(OC)OC.COP(=O)(OC)OC.COP(=O)(OC)OC.COP(=O)(OC)OC
Orbital gap   8.335 eV
LUMO   0.445 eV
DFT total energy   -206678.87916 eV
Maximum force   2.38 eV Å⁻¹
Net charge   0

---

6 unconnected molecules or ions with the total composition C27H64INO23P5S. Source: the Open Molecules 2025 dataset; level of theory: ωB97M-V/def2-TZVPD.

```
122
C27H64INO23P5S | the Open Molecules 2025 dataset | ωB97M-V/def2-TZVPD
C -0.02665 1.92819 -0.20540
C -0.23690 1.04812 -0.99389
C -0.57040 -0.03036 -1.97851
C -2.02562 0.21365 -2.47668
C -3.08609 -0.42012 -1.47016
N -3.97269 -1.29320 -2.20860
C -5.37291 -0.97796 -2.41764
C -5.92966 0.39310 -2.04106
C -6.12423 0.61620 -0.50571
I -4.98330 2.08766 -3.01431
C -3.65472 -2.71317 -2.09191
S -4.61136 -3.78936 -3.26864
C -3.95391 -3.21003 -0.63731
C -3.97921 -4.75149 -0.50017
O -3.91614 -5.06902 0.90553
C -2.12730 -2.99899 -2.41332
O -1.39153 -3.33485 -1.45946
O -1.75608 -2.90755 -3.58321
H 0.07948 2.79584 0.41380
H 0.12465 0.08875 -2.82306
H -0.46824 -1.04421 -1.56341
H -2.15953 1.29700 -2.60068
H -2.15960 -0.26895 -3.45677
H -2.46213 -0.98328 -0.75103
H -3.51228 0.42089 -0.90946
H -6.00911 -1.72575 -1.88552
H -5.61908 -1.13697 -3.48706
H -6.95721 0.41913 -2.43407
H -5.34756 0.09422 0.07216
H -7.06680 0.09667 -0.24955
H -6.22213 1.67457 -0.24089
H -4.88867 -2.99208 -4.33264
H -3.22378 -2.77429 0.06120
H -4.93901 -2.83639 -0.28964
H -4.93360 -5.17803 -0.83771
H -3.10749 -5.21014 -0.98984
H -3.17056 -4.60060 1.29403
C -2.47492 8.86003 -0.57355
O -1.72125 8.53849 -1.74325
P -1.40202 6.91745 -2.02686
O -0.88511 6.54615 -0.65955
O -0.22762 7.30792 -3.06019
C 0.83442 8.14991 -2.62176
O -1.42573 5.37901 -2.68261
C -2.65006 4.64230 -2.51186
H -2.89397 9.85824 -0.70651
H -3.29032 8.15443 -0.42170
H -1.82236 8.86709 0.29834
H 0.99427 8.07795 -1.54639
H 0.61429 9.18458 -2.88860
H 1.74465 7.84206 -3.13315
H -3.48161 5.18243 -2.96931
H -2.85239 4.47804 -1.45142
H -2.54155 3.68275 -3.00882
C 1.88759 0.48419 6.94230
O 0.72664 0.95809 6.26092
P 0.77980 0.97266 4.58518
O 2.10053 1.67485 4.40493
O -0.46445 1.99700 4.50948
C -0.37276 3.24204 5.18758
O 0.51898 0.53639 2.99516
C 1.03016 -0.75811 2.62740
H 1.59296 0.20254 7.95448
H 2.31048 -0.38735 6.44422
H 2.63270 1.27624 7.00146
H 0.66190 3.56875 5.30064
H -0.83810 3.15872 6.17092
H -0.91574 3.98593 4.60610
H 0.57466 -1.53369 3.24531
H 2.11619 -0.78384 2.74317
H 0.77355 -0.94378 1.58685
C 0.67521 -5.07534 -3.52706
O 2.11114 -5.03542 -3.64433
P 2.74115 -4.54085 -5.09996
O 1.95117 -5.42553 -6.02617
O 4.19066 -5.16455 -4.73793
C 4.27621 -6.54399 -4.41856
O 3.46211 -3.56939 -6.26686
C 2.72617 -2.38577 -6.60925
H 0.42119 -5.06235 -2.46866
H 0.21624 -4.21087 -4.00070
H 0.29205 -5.99434 -3.96991
H 3.47288 -7.11902 -4.88119
H 4.23830 -6.67213 -3.33563
H 5.23307 -6.91913 -4.78182
H 2.58099 -1.75790 -5.72844
H 1.75681 -2.65079 -7.03721
H 3.30343 -1.82682 -7.34332
C 2.35485 -7.81937 5.15756
O 2.19864 -6.59672 4.43842
P 1.20195 -5.42714 5.11555
O 0.03263 -6.33979 5.39588
O 1.07788 -4.65028 3.71464
C 0.64500 -5.36459 2.55474
O 0.55335 -4.08621 5.90894
C 0.88523 -3.97626 7.29982
H 3.26330 -8.30611 4.80075
H 2.44964 -7.63972 6.22756
H 1.50663 -8.47402 4.96418
H 0.02081 -6.21996 2.81429
H 1.51308 -5.70452 1.99088
H 0.06973 -4.68264 1.93094
H 1.96764 -3.91667 7.43109
H 0.49164 -4.83195 7.85359
H 0.43791 -3.06225 7.68504
C 4.60511 2.71197 -0.44477
O 4.98307 3.76224 0.45057
P 4.18976 5.22322 0.28710
O 4.34603 5.40788 -1.19961
O 5.33569 5.99016 1.12962
C 6.68114 5.91103 0.68356
O 3.13302 6.48717 0.57161
C 1.73476 6.13982 0.48398
H 4.92542 1.76603 -0.00736
H 3.52633 2.68377 -0.58914
H 5.10597 2.84389 -1.40270
H 6.74382 5.73824 -0.39173
H 7.19553 5.10707 1.21212
H 7.17327 6.85436 0.91831
H 1.49562 5.35902 1.20814
H 1.48914 5.79862 -0.52170
H 1.14517 7.02127 0.71685
```

Results
Orbital gap   4.961 eV
LUMO   -0.299 eV
DFT total energy   -142995.71666 eV
Maximum force   8.21 eV Å⁻¹
Net charge   -1

---

A molecular structure, C27H64N7O10Y. Source: the Open Molecules 2025 dataset; level of theory: ωB97M-V/def2-TZVPD.

```
109
C27H64N7O10Y | the Open Molecules 2025 dataset | ωB97M-V/def2-TZVPD
Y 1.99854 -2.78156 -0.20309
C -0.58098 -0.06738 0.93513
C -0.85520 -0.69623 -0.42359
O 0.22296 -1.50550 -0.81550
H -0.70601 -0.81224 1.72431
H -1.31002 0.71753 1.16344
H 0.40861 0.37108 1.07961
H -0.98879 0.12026 -1.13976
H -1.80400 -1.23587 -0.41156
C 4.73298 3.92857 -5.55082
O 3.54531 3.47421 -4.92252
C 3.07891 2.23425 -5.38248
C 1.62562 2.08606 -5.00597
O 1.50451 1.94203 -3.61150
C 0.16946 2.05278 -3.15658
H 4.83411 3.47949 -6.54263
H 5.57789 3.63398 -4.92492
H 4.68929 5.00845 -5.64961
H 3.70500 1.39761 -5.04812
H 3.17028 2.25578 -6.47669
H 1.32002 1.14543 -5.48564
H 1.11003 2.95389 -5.41882
H 0.22320 2.04281 -2.06579
H -0.39207 1.17079 -3.50625
H -0.37526 2.95102 -3.47552
C 0.17214 -3.51782 2.78454
O 0.72898 -3.44416 1.66182
N 0.24967 -4.55660 3.58734
C -0.44024 -4.55024 4.86065
C 1.02359 -5.73522 3.26801
H -0.48744 -2.74358 3.17826
H -1.33692 -5.16391 4.93986
H -0.61035 -3.53837 5.21138
H 0.21563 -4.99162 5.62255
H 1.85835 -5.78321 3.97301
H 0.47956 -6.67494 3.29713
H 1.49026 -5.65804 2.28844
C 2.00477 5.49452 0.12500
O 1.32361 5.67707 1.10862
N 2.35800 4.27382 -0.33028
C 3.20290 4.09840 -1.51946
C 1.97506 3.09610 0.39101
H 2.38192 6.32870 -0.47988
H 3.55516 5.07110 -1.84920
H 2.61014 3.64963 -2.31771
H 4.03393 3.44110 -1.26059
H 1.13009 3.35086 1.03772
H 1.48833 2.35891 -0.25890
H 2.80187 2.69617 0.98214
C 2.96484 -0.68190 2.57532
O 2.79259 -1.41935 1.57303
N 4.13537 -0.31394 3.04326
C 4.23528 0.64805 4.14221
C 5.39035 -0.75835 2.46375
H 2.15233 -0.28495 3.18715
H 4.76247 0.18780 4.98162
H 3.27043 1.01131 4.47467
H 4.87807 1.46590 3.81539
H 6.15809 0.01105 2.44975
H 5.77453 -1.50643 3.17132
H 5.34190 -1.25470 1.50443
C -3.18964 -6.07460 -0.01825
O -3.12356 -6.63658 1.05660
N -3.17669 -4.73681 -0.19830
C -3.23130 -4.10416 -1.49039
C -3.21204 -3.84383 0.96237
H -3.21902 -6.63806 -0.96783
H -4.07784 -3.41630 -1.54548
H -3.33095 -4.81987 -2.30573
H -2.33155 -3.51111 -1.70573
H -3.37526 -4.43218 1.85584
H -2.20283 -3.42306 1.00460
H -3.93827 -3.05949 0.77322
C -3.18474 -0.95848 -4.59121
O -3.50879 -1.31504 -3.48332
N -1.91685 -1.02409 -5.06265
C -1.59387 -0.82628 -6.46819
C -0.87768 -1.55136 -4.23735
H -3.86399 -0.56001 -5.35722
H -1.49463 -1.79247 -6.97907
H -0.65544 -0.28185 -6.55284
H -2.41763 -0.34324 -6.99196
H -0.29785 -2.37321 -4.66494
H -0.17934 -0.78210 -3.88607
H -1.28435 -1.92486 -3.29500
C -2.77220 -0.54246 3.64171
O -2.89257 -1.72501 3.86441
N -2.15628 0.32615 4.45236
C -2.19670 1.71674 4.14919
C -1.60883 -0.09506 5.71086
H -3.15263 -0.14530 2.69480
H -2.62784 1.82647 3.15478
H -1.27393 2.29879 4.06758
H -2.87808 2.27875 4.79258
H -2.36544 -0.00975 6.50570
H -1.31176 -1.13752 5.76059
H -0.80949 0.55336 6.07046
C -3.93145 2.05194 0.57338
O -4.68211 1.94074 1.50840
N -2.90888 2.93049 0.52538
C -2.09401 3.07265 -0.67396
C -2.57461 3.86013 1.58266
H -3.97638 1.41472 -0.32157
H -2.21746 4.11088 -0.98897
H -2.35965 2.39027 -1.47781
H -1.03510 2.93182 -0.43940
H -3.21573 3.63214 2.43033
H -1.55018 3.70469 1.93622
H -2.69422 4.89301 1.26070
```

Results
Orbital gap   4.702 eV
LUMO   -8.203 eV
DFT total energy   -60970.87148 eV
Maximum force   7.06 eV Å⁻¹
Net charge   +2